Here is a structure of composition C3H5NO4 from the Open Molecules 2025 dataset. Energies are from ωB97M-V with the def2-TZVPD basis set.

```
13
Properties=species:S:1:pos:R:3:forces:R:3
C 2.243 -1.321 -0.470 -1.825 -0.748 -0.019
C -0.993 0.522 0.204 0.098 1.496 0.025
C 1.042 -0.562 0.132 1.691 2.481 -2.239
N 2.171 1.026 -0.156 -0.788 -1.044 1.130
O 3.116 1.250 0.547 0.420 0.116 0.108
O 2.882 -2.052 0.235 0.218 0.346 -0.238
O 1.720 1.686 -1.039 0.039 0.541 -0.410
O 0.036 -0.083 -0.628 0.164 -1.324 0.914
H 2.420 -1.171 -1.568 -0.004 0.071 0.658
H -0.434 0.866 1.132 -1.354 -0.511 -0.739
H -1.770 -0.261 0.326 0.397 0.826 0.391
H -1.434 1.493 -0.265 0.945 -2.004 0.394
H 0.937 -0.578 1.211 -0.003 -0.246 0.024
```
Forces are in eV/Å.

ΔE to the lowest compared entry with this formula, charge and spin = 6.151 eV
Frontier orbital gap = 9.407 eV

---

Here is a cluster of 4 separate species, C14H22BClN2O19S5 in total from the Open Molecules 2025 dataset. Energies are from ωB97M-V with the def2-TZVPD basis set.

```
64
Properties=species:S:1:pos:R:3:forces:R:3
C -3.026 -1.030 0.850 0.074 -0.405 -0.885
C -2.518 -2.046 -0.190 0.167 0.940 0.340
C -1.109 -1.678 -0.716 -0.267 -0.498 0.157
Cl -0.093 -0.855 0.513 0.046 -0.190 0.025
C -0.396 -2.911 -1.332 -1.282 -0.546 -0.601
C 0.014 -4.039 -0.406 0.776 0.767 0.457
B 1.406 -3.852 0.321 0.397 -0.384 0.141
O 1.740 -4.777 1.291 -0.881 0.317 0.114
O 2.318 -2.861 0.007 -0.680 0.100 0.082
O -1.509 -3.508 -2.085 0.214 0.022 -0.759
S -1.424 -3.419 -3.675 -0.353 -0.190 1.280
O -2.572 -2.743 -4.128 -0.115 0.536 -0.466
O -1.098 -4.697 -4.172 0.449 -0.276 -0.383
O -0.141 -2.440 -3.702 -0.727 -0.398 0.657
C 0.578 -2.503 -2.466 1.065 0.098 -1.792
N 1.682 -3.407 -2.737 0.182 0.937 0.642
C 2.809 -2.919 -2.765 -0.430 -0.317 0.499
S 4.211 -2.292 -2.648 0.218 -0.163 -0.325
O 1.056 -1.134 -2.288 0.070 -0.919 -0.140
C 0.693 -0.290 -3.204 -0.899 1.889 0.108
N 0.287 0.631 -3.789 0.774 -1.252 0.325
H -4.112 -1.077 0.842 -0.054 -0.037 0.382
H -2.605 -1.251 1.825 -0.116 0.289 0.167
H -2.758 -0.037 0.490 0.031 -0.074 0.431
H -3.170 -1.942 -1.052 -0.047 -0.377 -0.109
H -2.576 -3.062 0.191 0.032 -0.081 -0.036
H -1.287 -0.955 -1.509 0.277 0.195 -0.001
H -0.740 -4.079 0.383 0.015 -0.050 0.081
H -0.057 -5.005 -0.902 0.096 0.060 -0.271
H 2.192 -4.340 2.018 0.590 -0.218 0.023
H 2.359 -2.156 0.657 0.369 0.171 -0.011
C 5.936 -6.160 0.450 0.182 -0.429 0.255
C 4.665 -6.040 1.264 -0.293 0.054 -0.569
O 4.993 -5.107 2.302 0.356 -0.041 0.042
S 6.048 -4.033 1.743 -0.156 -0.452 -0.262
O 5.339 -2.871 1.348 0.128 0.264 0.053
O 7.150 -3.983 2.630 -0.032 0.194 0.152
O 6.476 -4.832 0.420 -0.342 0.184 0.121
H 6.663 -6.814 0.936 -0.010 -0.008 -0.014
H 5.750 -6.513 -0.561 0.054 0.225 -0.081
H 4.350 -6.988 1.690 0.057 0.092 0.241
H 3.850 -5.620 0.672 0.075 -0.100 0.020
C -2.224 4.653 -0.157 -0.017 -0.361 0.328
C -1.318 3.492 0.192 0.208 -0.074 -0.530
O -2.195 2.511 0.766 -0.301 0.243 0.170
S -3.636 2.611 0.066 0.500 0.575 -0.165
O -3.709 1.626 -0.954 -0.317 -0.093 -0.021
O -4.619 2.725 1.081 -0.124 -0.296 0.046
O -3.436 4.036 -0.631 0.178 -0.451 0.002
H -2.463 5.244 0.720 -0.030 0.010 0.035
H -1.803 5.289 -0.919 -0.191 -0.051 -0.244
H -0.540 3.767 0.897 -0.130 -0.142 0.189
H -0.862 3.059 -0.702 0.018 0.035 0.005
C -3.303 8.875 2.304 -0.167 -0.400 0.247
C -1.964 9.005 2.998 -0.009 0.514 0.075
O -1.046 8.323 2.132 -0.306 -0.289 -0.179
S -1.516 8.503 0.609 -0.200 0.173 0.388
O -0.787 9.562 0.021 0.036 -0.042 -0.267
O -1.585 7.212 0.015 0.363 0.680 0.049
O -3.004 9.016 0.909 0.342 0.118 0.057
H -3.741 7.888 2.463 -0.003 0.018 0.026
H -4.010 9.639 2.616 0.016 0.099 -0.228
H -1.961 8.554 3.986 0.161 -0.193 -0.095
H -1.652 10.048 3.073 -0.038 -0.001 0.022
```
Forces are in eV/Å.

Frontier orbital gap = 9.949 eV
SMILES = CC[C@@H](Cl)[C@@]1(CB(O)O)OS(=O)(=O)O[C@@]1(N=C=S)OC#N.O=S1(=O)OCCO1.O=S1(=O)OCCO1.O=S1(=O)OCCO1

---

Here is a structure of composition C18H31Ge2N2OSeV from the Open Molecules 2025 dataset. Energies are from ωB97M-V with the def2-TZVPD basis set.

```
56
Properties=species:S:1:pos:R:3:forces:R:3
V 0.574 0.157 -0.507 0.338 -0.147 0.401
O 2.331 -0.555 -0.986 -0.156 0.036 0.112
C 3.290 -1.127 -0.303 -0.013 -0.011 -0.079
C 4.525 -1.371 -0.945 -0.047 0.012 -0.030
C 5.571 -1.984 -0.301 -0.016 0.005 0.016
C 5.441 -2.388 1.031 0.034 0.005 -0.043
C 4.252 -2.156 1.678 -0.029 -0.015 0.049
C 3.165 -1.530 1.048 0.051 -0.005 -0.022
C 1.939 -1.295 1.797 -0.207 0.025 0.026
N 0.783 -0.800 1.357 0.028 0.099 -0.240
C -0.075 -0.728 2.439 0.017 0.018 -0.128
C 0.552 -1.197 3.540 0.112 -0.026 0.023
N 1.817 -1.549 3.122 0.030 -0.064 0.161
H 4.608 -1.050 -1.975 0.006 -0.002 0.003
H 6.502 -2.153 -0.830 -0.017 0.003 0.011
H 6.258 -2.876 1.545 -0.007 0.006 -0.006
H 4.169 -2.485 2.709 -0.017 0.007 -0.024
H -1.069 -0.328 2.343 0.069 -0.018 -0.009
H 0.231 -1.304 4.561 0.016 0.007 -0.025
H 2.549 -1.907 3.708 -0.034 0.019 -0.008
C -2.931 -2.375 1.212 0.082 -0.026 0.034
Ge -3.709 -0.788 0.370 -0.011 -0.035 -0.021
C -3.151 0.867 1.232 -0.041 0.027 0.010
C -5.661 -0.941 0.403 -0.027 -0.002 0.011
C -3.218 -0.778 -1.541 0.006 -0.044 0.044
Se -1.326 -0.824 -2.017 -0.001 0.045 -0.082
C -0.998 -2.729 -1.800 -0.026 0.024 0.011
H -3.209 -2.413 2.268 0.003 0.009 -0.031
H -1.840 -2.378 1.156 -0.112 0.028 0.024
H -3.308 -3.281 0.733 -0.001 0.023 0.007
H -3.199 0.755 2.317 0.004 0.033 -0.029
H -3.825 1.677 0.948 -0.011 -0.027 0.000
H -2.140 1.160 0.939 0.031 -0.020 -0.005
H -6.029 -0.955 1.430 0.017 0.001 -0.018
H -5.992 -1.857 -0.089 0.018 0.026 0.013
H -6.119 -0.092 -0.107 0.014 -0.025 0.013
H -3.610 0.113 -2.029 0.028 0.036 0.022
H -3.660 -1.638 -2.048 -0.006 0.017 -0.022
H -1.248 -3.044 -0.793 0.009 -0.019 -0.019
H 0.062 -2.888 -1.984 0.018 0.014 -0.014
H -1.586 -3.273 -2.534 -0.007 -0.021 -0.014
C -0.380 4.945 -0.804 -0.015 0.034 -0.001
Ge 0.593 3.315 -1.320 0.019 -0.013 0.028
C -0.130 2.739 -3.065 -0.032 0.015 -0.010
C 2.479 3.790 -1.615 0.041 0.021 -0.001
C 0.362 1.923 0.003 -0.160 -0.015 -0.178
H -0.363 5.685 -1.608 0.007 -0.033 0.035
H 0.074 5.392 0.083 -0.020 -0.027 -0.038
H -1.420 4.708 -0.571 0.029 0.008 -0.015
H -0.014 3.535 -3.805 0.001 -0.038 0.013
H -1.195 2.512 -2.972 0.027 0.009 -0.010
H 0.372 1.849 -3.454 0.020 0.010 0.032
H 2.584 4.576 -2.367 -0.011 -0.029 0.028
H 3.032 2.910 -1.950 -0.021 0.028 0.011
H 2.933 4.137 -0.685 -0.026 -0.009 -0.035
H 0.359 2.294 1.033 -0.003 0.022 0.022
```
Forces are in eV/Å.

ΔE to the lowest compared entry with this formula, charge and spin = 0.347 eV
2S+1 = 3
Frontier orbital gap (alpha / beta) = 7.139 / 7.168 eV

---

For each record above, in turn, the calculated F_max values are 3.75 2.09 0.54 eV/A.
For each record above, in turn, the calculated E_tot values are -12866.7244 -124129.5784 -228261.7577 eV.